This record from the OMol25 dataset describes C19H22AuN7O2 as an isolated structure. The level of theory is the ωB97M-V functional and the def2-TZVPD basis.

Each line ends with the Löwdin spin population.
CARTESIAN COORDINATES (ANGSTROEM)
Au: -0.134 0.276 -0.703  0.54
O: -2.629 -4.604 -1.011  0.21
C: -2.114 -4.736 0.157  0.16
C: -2.352 -5.972 0.845  0.15
C: -1.844 -6.157 2.097  0.01
C: -1.094 -5.133 2.700  0.28
C: -0.847 -3.910 2.031  0.05
C: -1.334 -3.687 0.778  0.11
C: -1.052 -2.397 0.078  0.02
O: -0.378 -1.517 0.681  0.13
N: -1.543 -2.322 -1.154  0.02
N: -1.254 -1.136 -1.764  0.07
C: -1.631 -0.870 -2.950  0.01
C: -1.268 0.441 -3.503  0.01
C: -1.634 0.810 -4.781  0.00
C: -1.269 2.069 -5.248  0.00
C: -0.557 2.909 -4.415  0.01
C: -0.224 2.468 -3.140  0.01
N: -0.565 1.265 -2.694  0.13
H: -2.396 -3.657 -1.354  0.00
H: -2.940 -6.721 0.333  0.00
H: -2.017 -7.082 2.628  0.00
H: -0.692 -5.279 3.693  0.01
H: -0.262 -3.140 2.514  0.00
H: -2.204 -1.581 -3.537  0.00
H: -2.196 0.124 -5.401  0.00
H: -1.542 2.382 -6.247  0.00
H: -0.256 3.897 -4.734  0.00
H: 0.328 3.103 -2.462  0.00
C: 2.267 0.821 0.979  0.00
N: 0.947 1.490 0.633  0.05
C: 1.269 2.880 0.140  0.00
N: 2.002 3.627 1.122  0.00
C: 3.256 2.925 1.424  0.00
N: 2.991 1.584 1.955  0.01
C: 2.183 1.708 3.173  0.00
N: 0.917 2.393 2.895  0.01
C: 0.170 1.639 1.930  0.00
C: 1.206 3.725 2.352  0.00
H: 2.845 0.733 0.058  0.00
H: 2.036 -0.174 1.364  0.00
H: 0.324 3.377 -0.088  0.00
H: 1.869 2.772 -0.766  0.00
H: 3.815 3.498 2.162  0.00
H: 3.856 2.846 0.517  0.00
H: 2.741 2.277 3.915  0.00
H: 1.978 0.715 3.575  0.00
H: -0.768 2.145 1.695  0.00
H: -0.038 0.634 2.301  0.00
H: 1.762 4.299 3.090  0.00
H: 0.269 4.242 2.139  0.00

Cartesian forces (eV/Å) of the 6 atoms listed first:
-0.14 -0.08 0.16
-0.07 0.24 -0.05
0.01 0.03 0.10
0.02 -0.01 -0.01
-0.02 -0.02 -0.01
0.02 0.01 0.01

Values from the calculation:
Kohn-Sham gap (alpha / beta): 7.273 / 5.147 eV
Lowest unoccupied orbital energy (alpha / beta): -0.256 / -0.333 Eh
Energy above the lowest of the compared OMol25 structures with the same formula, charge and spin: 0.0 kcal per mole
Total charge: +2
2S+1: 3

***

This record from the OMol25 dataset describes a 2-piece molecular cluster, C21H22F17O5 overall. The level of theory is the ωB97M-V functional and the def2-TZVPD basis.

Each line ends with the natural charge from an NBO analysis.
CARTESIAN COORDINATES (ANGSTROEM)
C: 3.345 2.571 1.021  -0.61
C: 1.859 2.177 1.027  -0.41
C: 1.588 0.677 0.794  -0.43
C: 1.084 0.325 -0.619  0.22
C: 0.480 -1.096 -0.643  0.63
F: 1.492 -1.975 -0.412  -0.32
F: -0.036 -1.353 -1.873  -0.33
C: -0.621 -1.537 0.388  0.59
F: -0.008 -1.664 1.572  -0.28
F: -1.059 -2.738 -0.025  -0.29
C: -1.894 -0.674 0.677  0.59
F: -1.522 0.544 1.117  -0.31
F: -2.534 -1.302 1.679  -0.29
C: -2.930 -0.521 -0.475  0.59
F: -2.348 -0.116 -1.612  -0.29
F: -3.486 -1.728 -0.689  -0.29
C: -4.133 0.438 -0.177  0.59
F: -4.803 -0.018 0.886  -0.29
F: -4.932 0.332 -1.262  -0.30
C: -3.816 1.958 0.047  0.59
F: -3.685 2.172 1.370  -0.30
F: -2.674 2.298 -0.568  -0.29
C: -4.948 2.900 -0.464  0.56
F: -6.135 2.444 -0.026  -0.30
F: -4.944 2.916 -1.804  -0.29
C: -4.818 4.374 0.019  0.93
F: -3.584 4.837 -0.168  -0.30
F: -5.667 5.126 -0.679  -0.30
F: -5.123 4.485 1.310  -0.30
O: 0.016 1.198 -1.025  -0.52
C: 0.330 1.853 -2.184  0.80
O: -0.501 2.317 -2.886  -0.54
C: 1.830 1.875 -2.294  -0.55
C: 2.239 0.525 -1.681  -0.18
C: 2.461 -0.518 -2.801  -0.46
C: 3.900 -0.512 -3.305  -0.07
O: 4.173 0.605 -4.176  -0.51
C: 4.033 0.394 -5.490  0.65
O: 4.259 1.228 -6.298  -0.55
H: 3.509 3.457 1.643  0.21
H: 3.706 2.827 0.017  0.19
H: 3.970 1.770 1.426  0.21
H: 1.434 2.445 1.999  0.22
H: 1.315 2.787 0.300  0.20
H: 2.514 0.107 0.934  0.23
H: 0.899 0.315 1.552  0.25
H: 2.161 2.035 -3.319  0.25
H: 2.161 2.716 -1.675  0.24
H: 3.200 0.632 -1.171  0.22
H: 2.222 -1.535 -2.504  0.25
H: 1.802 -0.288 -3.650  0.21
H: 4.127 -1.450 -3.826  0.19
H: 4.608 -0.403 -2.480  0.20
H: 3.620 -0.600 -5.741  0.09
C: -0.074 -4.814 5.603  -0.64
C: 0.667 -4.088 4.453  0.14
C: 0.018 -4.523 3.117  -0.64
O: 1.991 -4.301 4.474  -0.95
H: 0.092 -5.892 5.510  0.18
H: 0.336 -4.486 6.561  0.19
H: -1.157 -4.622 5.605  0.16
H: 0.376 -3.000 4.568  0.04
H: 0.172 -5.596 2.962  0.18
H: 0.507 -3.993 2.297  0.19
H: -1.062 -4.315 3.071  0.16

Cartesian forces (eV/Å) of the 6 atoms listed first:
-0.07 0.19 -0.02
0.15 0.04 0.13
0.11 0.04 -0.15
0.16 0.04 0.19
-0.04 0.02 0.06
-0.04 0.01 -0.16

Values from the calculation:
Kohn-Sham gap: 4.520 eV
Lowest unoccupied orbital energy: 0.077 Eh
Total charge: -1

***

This record from the OMol25 dataset describes an isolated ion of composition C2H10N2O2P and charge +1. The level of theory is the ωB97M-V functional and the def2-TZVPD basis.

Each line ends with the natural charge from an NBO analysis.
CARTESIAN COORDINATES (ANGSTROEM)
C: 2.045 -1.239 1.245  -0.94
P: 0.359 -0.717 0.553  2.02
O: -0.715 -1.694 0.684  -1.06
C: 0.181 0.199 -1.465  -0.48
N: -1.362 0.239 -1.648  -0.76
O: 0.124 0.710 1.364  -0.68
N: -1.104 1.413 0.975  -0.55
H: 1.843 -0.990 2.292  0.27
H: 2.278 -2.305 1.044  0.29
H: 2.779 -0.479 0.886  0.26
H: 0.574 1.148 -1.601  0.22
H: 0.609 -0.388 -2.273  0.23
H: -1.678 0.708 -2.541  0.45
H: -1.792 -0.715 -1.630  0.46
H: -1.473 0.760 -0.744  0.47
H: -1.816 0.973 1.586  0.39
H: -0.853 2.377 1.273  0.40

Cartesian forces (eV/Å) of the 6 atoms listed first:
-1.18 1.63 -1.11
0.98 1.81 -1.16
-0.52 -0.12 -0.41
-0.77 -3.71 0.98
1.20 -0.28 -0.42
0.12 -0.73 -0.43

Values from the calculation:
Kohn-Sham gap: 11.279 eV
Lowest unoccupied orbital energy: -0.118 Eh
Energy above the lowest of the compared OMol25 structures with the same formula, charge and spin: 77.4 kcal per mole
Total charge: +1

***

This record from the OMol25 dataset describes a 2-piece molecular cluster, C4H11NO2 overall. The level of theory is the ωB97M-V functional and the def2-TZVPD basis.

Each line ends with the natural charge from an NBO analysis.
CARTESIAN COORDINATES (ANGSTROEM)
C: 0.714 -1.352 -0.402  -0.74
C: 0.263 0.082 -0.620  0.70
O: 1.049 1.013 -0.742  -0.66
N: -1.049 0.392 -0.316  -0.43
C: -1.256 1.709 0.308  -0.41
C: -1.989 -0.573 0.236  -0.42
H: 1.786 -1.338 -0.180  0.28
H: 0.240 -1.701 0.515  0.22
H: 0.374 -2.025 -1.188  0.23
H: -0.652 2.437 -0.211  0.24
H: -0.896 1.611 1.326  0.18
H: -2.311 1.931 0.298  0.20
H: -1.747 -1.547 -0.182  0.21
H: -2.148 -0.522 1.313  0.19
H: -2.960 -0.365 -0.207  0.20
O: 3.433 -0.283 0.165  -0.97
H: 4.297 0.087 -0.037  0.47
H: 2.853 0.442 -0.075  0.49

Cartesian forces (eV/Å) of the 6 atoms listed first:
-0.20 0.25 0.19
-0.34 0.47 1.94
0.41 -0.35 -0.62
-0.18 0.05 0.53
0.57 -0.66 -0.64
-0.33 -0.16 -1.67

Values from the calculation:
Kohn-Sham gap: 10.209 eV
Lowest unoccupied orbital energy: 0.033 Eh
Energy above the lowest of the compared OMol25 structures with the same formula, charge and spin: 20.3 kcal per mole

***

This record from the OMol25 dataset describes C13H20F6INO10PS2 as an isolated structure. The level of theory is the ωB97M-V functional and the def2-TZVPD basis.

Each line ends with the natural charge from an NBO analysis.
CARTESIAN COORDINATES (ANGSTROEM)
C: -0.125 -2.324 2.817  -0.74
C: 0.304 -1.856 1.426  0.80
O: -0.529 -1.641 0.637  -0.54
O: 1.616 -1.737 1.041  -0.52
C: 2.429 -0.960 1.922  -0.08
C: 2.655 0.522 1.481  -0.44
C: 1.569 1.144 0.570  -0.53
C: 0.585 2.115 1.274  -0.04
I: 1.704 3.836 2.115  0.00
O: -0.272 2.685 0.298  -0.61
C: -1.390 1.903 -0.067  0.79
O: -1.286 1.075 -0.854  -0.45
C: -2.802 2.163 0.505  -0.54
C: -3.431 0.931 1.160  0.10
C: -4.887 1.349 1.614  -0.63
O: -3.565 -0.164 0.270  -0.70
P: -0.307 1.339 2.733  1.07
C: -1.360 2.707 3.467  -0.97
O: 0.777 0.999 3.951  -0.98
H: -0.949 -1.669 3.123  0.24
H: 0.640 -2.230 3.595  0.22
H: -0.512 -3.347 2.766  0.24
H: 2.096 -0.962 2.966  0.18
H: 3.421 -1.435 1.924  0.19
H: 2.856 1.096 2.394  0.21
H: 3.594 0.546 0.910  0.22
H: 1.002 0.422 -0.027  0.30
H: 2.100 1.784 -0.149  0.24
H: -2.833 3.059 1.134  0.22
H: -3.420 2.404 -0.374  0.25
H: -2.929 0.596 2.076  0.17
H: -5.609 0.602 1.272  0.23
H: -5.162 2.355 1.272  0.20
H: -4.919 1.361 2.716  0.20
H: -3.462 -0.960 0.804  0.48
H: -1.463 3.493 2.709  0.24
H: -0.807 3.113 4.324  0.24
H: -2.319 2.291 3.788  0.24
H: 1.356 1.762 4.140  0.48
C: 3.972 -2.954 -5.118  0.70
F: 4.887 -3.238 -6.057  -0.32
F: 3.605 -4.119 -4.554  -0.32
F: 4.592 -2.240 -4.160  -0.33
S: 2.536 -2.053 -5.823  2.25
O: 1.988 -2.959 -6.794  -0.94
O: 3.100 -0.842 -6.354  -0.94
N: 1.729 -1.911 -4.467  -1.21
S: 0.335 -1.154 -4.569  2.24
O: -0.710 -1.852 -5.266  -0.94
O: 0.405 0.261 -4.814  -0.94
C: -0.116 -1.295 -2.797  0.72
F: 0.799 -0.703 -2.005  -0.33
F: -0.192 -2.578 -2.400  -0.32
F: -1.297 -0.728 -2.545  -0.30

Cartesian forces (eV/Å) of the 6 atoms listed first:
0.54 0.47 0.48
1.00 -0.52 1.37
-2.11 0.35 -2.09
-0.12 0.37 1.14
1.20 0.30 0.25
-0.01 -0.90 -0.55

Values from the calculation:
Kohn-Sham gap: 7.588 eV
Lowest unoccupied orbital energy: 0.054 Eh
Total charge: -1

***

This record from the OMol25 dataset describes one molecule with the formula C5H8. The level of theory is the ωB97M-V functional and the def2-TZVPD basis.

Each line ends with the natural charge from an NBO analysis.
CARTESIAN COORDINATES (ANGSTROEM)
C: 2.435 -0.159 -0.041  -0.36
C: 1.141 -0.300 0.043  -0.24
C: 0.192 0.819 -0.002  -0.24
C: -1.134 0.722 0.039  -0.17
C: -1.917 -0.555 -0.062  -0.68
H: 2.828 0.922 -0.399  0.18
H: 3.189 -0.917 0.114  0.21
H: 0.699 -1.318 0.411  0.20
H: 0.615 1.789 0.109  0.20
H: -1.623 1.764 0.135  0.21
H: -2.125 -1.060 1.001  0.23
H: -2.976 -0.425 -0.492  0.23
H: -1.324 -1.282 -0.857  0.23

Cartesian forces (eV/Å) of the 6 atoms listed first:
2.20 3.11 -1.43
-2.22 -2.14 1.46
-0.01 -0.92 0.22
-0.76 1.89 0.05
-0.67 -2.08 -0.63
-0.71 -2.60 1.01

Values from the calculation:
Kohn-Sham gap: 9.907 eV
Lowest unoccupied orbital energy: 0.041 Eh
Energy above the lowest of the compared OMol25 structures with the same formula, charge and spin: 39.0 kcal per mole

***

The calculation returns the following F_max values, one per record and in order: 0.26; 0.92; 3.91; 2.03; 3.63; 4.07 eV/A.